(1)
Below is a molecular structure, C38H46Br2N3Ru at a distorted geometry, with properties calculated with ωB97M-V/def2-TZVPD.

Values from the calculation:
2S+1 = 2
<S²> = 0.847
Energy relative to the best compared isomer or geometry (same formula, charge and spin) = 13.4 kcal per mole
Frontier orbital gap (alpha / beta) = 5.35 / 5.51 eV
Highest occupied orbital energy (alpha / beta) = -0.2765 / -0.2741 Ha
Largest force on an atom = 2.4 eV/Å
Lowest unoccupied orbital energy (alpha / beta) = -2.17 / -1.94 eV
Molar mass = 805.69 g/mol

Each line ends with the Löwdin spin population.
CARTESIAN COORDINATES (ANGSTROEM)
Ru (0.957, 0.948, 0.843)  0.4739
Br (0.149, -0.205, 4.129)  -0.0035
Br (3.183, 1.999, 0.891)  0.0000
N (-1.107, 0.884, 1.230)  0.0158
N (1.190, -1.002, 0.428)  0.0343
N (0.392, 1.666, -0.757)  0.2901
C (-0.513, 0.446, -2.605)  0.0442
C (-3.103, 4.092, 1.660)  0.0000
C (-0.752, 2.830, -4.045)  -0.0052
C (-0.281, 2.860, -2.733)  0.0388
C (-1.090, -1.550, 1.157)  0.0119
C (-3.884, 0.838, -1.898)  0.0003
C (-0.803, 3.914, 2.419)  0.0001
C (2.493, -1.577, 0.065)  0.0042
C (-1.577, -0.272, 1.569)  -0.0024
C (3.665, 1.055, -2.395)  0.0001
C (-3.491, 0.413, -0.477)  0.0001
C (2.315, -0.838, -3.316)  0.0011
C (-1.101, 1.618, -4.637)  0.0405
C (-3.283, 1.646, 0.403)  0.0002
C (1.464, -3.124, 2.905)  0.0004
C (4.310, -3.143, 0.399)  0.0005
C (-2.107, 1.959, 1.136)  0.0017
C (-2.010, -2.608, 1.358)  -0.0017
C (-0.091, 3.087, 3.473)  0.0049
C (3.236, -1.066, -1.029)  0.0000
C (-0.983, 0.432, -3.918)  -0.0035
C (4.492, -1.570, -1.344)  0.0002
C (3.042, -2.685, 0.776)  0.0007
C (-4.287, 3.746, 1.041)  -0.0001
C (-1.995, 3.245, 1.728)  0.0004
C (-0.865, -3.965, -0.208)  -0.0020
C (2.513, -3.590, 1.922)  -0.0001
C (0.178, 4.453, 1.371)  0.0013
C (1.507, 0.366, 2.815)  -0.0141
C (-4.355, 2.535, 0.398)  0.0001
C (-0.139, 1.663, -1.997)  0.0312
C (-1.916, -3.811, 0.713)  0.0136
C (0.107, -3.007, -0.340)  0.0098
C (5.047, -2.605, -0.628)  -0.0015
C (2.694, -0.075, -2.035)  0.0010
C (0.100, -1.802, 0.422)  -0.0014
C (-4.573, -0.520, 0.078)  0.0000
C (2.105, -4.964, 1.362)  0.0001
H (1.912, -0.157, -4.073)  0.0001
H (2.005, 1.190, 3.309)  0.0023
H (2.812, -5.329, 0.615)  0.0000
H (-4.364, -0.835, 1.101)  0.0000
H (-1.468, 1.599, -5.657)  0.0024
H (-0.330, 5.114, 0.662)  -0.0001
H (-1.249, -0.511, -4.377)  -0.0006
H (4.430, 0.712, -3.098)  0.0001
H (4.726, -3.975, 0.957)  0.0001
H (-4.656, -1.419, -0.538)  0.0000
H (0.934, -3.160, -1.023)  0.0006
H (-5.259, 2.264, -0.134)  0.0000
H (0.539, 3.729, 4.095)  0.0005
H (1.785, -2.247, 3.448)  0.0002
H (-3.190, 1.574, -2.305)  0.0003
H (2.206, -0.453, 2.726)  0.0011
H (1.570, -1.616, -3.119)  0.0001
H (1.315, -3.913, 3.649)  0.0000
H (-2.648, -4.592, 0.874)  0.0009
H (-4.885, 1.275, -1.918)  0.0000
H (0.634, 3.651, 0.793)  0.0010
H (3.198, -1.324, -3.740)  0.0003
H (-2.848, -2.425, 2.024)  -0.0003
H (-0.838, 3.752, -4.605)  -0.0012
H (0.989, 5.009, 1.849)  0.0002
H (1.810, 0.363, -1.623)  0.0002
H (5.026, -1.156, -2.192)  0.0001
H (0.009, 3.789, -2.255)  0.0020
H (0.494, -2.921, 2.454)  -0.0001
H (-5.545, -0.019, 0.079)  0.0000
H (-0.805, -4.862, -0.816)  -0.0005
H (6.022, -3.006, -0.881)  -0.0001
H (4.159, 1.457, -1.514)  0.0001
H (1.113, -4.923, 0.905)  0.0000
H (3.404, -3.764, 2.526)  0.0000
H (-3.023, 5.062, 2.135)  0.0000
H (-2.563, -0.146, -0.549)  0.0002
H (0.557, 2.348, 3.027)  0.0031
H (-0.409, -0.469, -2.033)  0.0010
H (-0.792, 2.560, 4.118)  0.0000
H (-5.132, 4.425, 1.043)  0.0000
H (-1.226, 4.776, 2.931)  0.0002
H (3.122, 1.875, -2.879)  0.0000
H (2.066, -5.693, 2.177)  0.0000
H (-2.548, -0.293, 2.063)  -0.0002
H (-3.893, -0.032, -2.560)  -0.0001

(2)
Below is a molecular structure, C38H46BrCl3N3O4Ru at a distorted geometry, with properties calculated with ωB97M-V/def2-TZVPD.

Values from the calculation:
2S+1 = 6
<S²> = 8.761
Energy relative to the best compared isomer or geometry (same formula, charge and spin) = 7.6 kcal per mole
Frontier orbital gap (alpha / beta) = 7.08 / 6.12 eV
Highest occupied orbital energy (alpha / beta) = -0.2839 / -0.2792 Ha
Largest force on an atom = 2.1 eV/Å
Lowest unoccupied orbital energy (alpha / beta) = -0.64 / -1.48 eV
Molar mass = 896.14 g/mol

Each line ends with the Löwdin spin population.
CARTESIAN COORDINATES (ANGSTROEM)
Ru (-0.072, -0.120, 0.002)  3.9156
Br (2.735, -1.124, -0.330)  0.0734
Cl (-2.785, -0.413, -0.596)  0.0706
Cl (-0.255, -5.113, -0.010)  0.0022
Cl (-5.647, -4.973, -0.061)  0.0022
O (0.449, 0.104, -1.935)  0.2523
O (-0.485, -2.198, -0.389)  0.1504
O (-0.179, 3.552, -0.361)  0.0159
O (-1.417, 1.840, -0.113)  0.1348
N (1.272, 1.484, 0.935)  0.0923
N (-0.342, -0.251, 2.222)  0.0721
N (-1.304, 3.118, -0.246)  0.0348
C (5.488, 3.724, 2.471)  0.0001
C (-1.094, 0.256, -4.143)  0.0017
C (3.759, 5.542, 2.467)  0.0001
C (-1.262, -1.239, 4.187)  0.0012
C (-0.539, -0.470, 6.522)  0.0006
C (2.716, 0.091, -4.765)  -0.0024
C (1.496, 0.107, -4.088)  0.0216
C (3.074, 3.164, 2.224)  0.0004
C (4.064, 4.101, 2.903)  0.0000
C (0.279, 1.591, -5.716)  0.0009
C (5.074, 0.074, -6.426)  0.0000
C (0.344, 0.497, 4.361)  0.0006
C (3.923, -0.545, -2.828)  -0.0015
C (-4.117, -4.146, -0.164)  0.0073
C (-0.959, 0.907, 7.057)  0.0004
C (-2.864, -2.146, -0.414)  0.0102
C (2.210, 2.338, 2.937)  0.0030
C (2.094, 2.259, 0.234)  0.0080
C (-0.499, -0.416, 5.001)  0.0053
C (0.406, 0.562, 2.986)  0.0106
C (-1.531, -1.516, 7.031)  0.0001
C (0.167, -0.908, -5.918)  0.0010
C (3.982, 4.027, 4.428)  0.0001
C (1.512, -0.102, -2.697)  0.0197
C (1.330, 1.507, 2.262)  0.0084
C (2.730, -0.520, -2.142)  0.0210
C (3.943, -0.185, -4.172)  0.0164
C (5.273, -0.097, -4.920)  0.0019
C (3.003, 3.102, 0.837)  0.0032
C (-4.092, -2.775, -0.343)  -0.0001
C (0.862, -0.823, 7.043)  0.0004
C (6.101, -1.368, -4.682)  0.0008
C (0.219, 0.273, -4.933)  0.0019
C (-1.728, -4.209, -0.137)  0.0102
C (-1.631, -2.814, -0.316)  0.0114
C (6.051, 1.115, -4.385)  0.0012
C (-2.940, -4.868, -0.061)  -0.0009
C (-1.151, -1.126, 2.812)  0.0130
H (-1.534, -1.506, 8.122)  0.0000
H (7.036, 1.174, -4.854)  0.0002
H (0.125, -1.854, -5.376)  0.0000
H (0.963, 1.157, 4.950)  0.0003
H (2.742, 5.826, 2.742)  0.0000
H (4.500, -0.754, -6.848)  0.0000
H (5.616, 3.808, 1.391)  0.0000
H (3.861, 5.666, 1.388)  0.0000
H (1.038, -0.934, -6.574)  0.0000
H (4.453, 6.230, 2.954)  0.0000
H (0.845, -0.884, 8.132)  0.0001
H (2.233, 2.331, 4.014)  0.0006
H (6.207, 4.391, 2.948)  0.0000
H (-1.919, 0.303, -4.859)  0.0004
H (6.046, 0.096, -6.921)  0.0000
H (1.137, 1.635, -6.389)  0.0000
H (-1.030, 0.874, 8.145)  0.0001
H (2.694, 0.298, -5.825)  -0.0002
H (6.190, 1.041, -3.305)  0.0000
H (6.435, -1.448, -3.647)  0.0000
H (-1.734, -1.761, 2.155)  0.0009
H (4.227, 3.029, 4.798)  0.0000
H (3.640, 3.712, 0.212)  0.0005
H (4.822, -0.853, -2.312)  0.0006
H (5.512, 2.041, -4.595)  0.0000
H (-1.931, 1.201, 6.658)  0.0000
H (2.010, 2.194, -0.842)  0.0003
H (-0.238, 1.682, 6.791)  0.0000
H (-1.180, 1.105, -3.467)  0.0001
H (-1.205, -0.656, -3.557)  0.0005
H (0.337, 2.441, -5.033)  0.0000
H (-1.943, -1.972, 4.592)  0.0002
H (5.522, -2.261, -4.923)  0.0000
H (2.990, 4.303, 4.793)  0.0000
H (5.725, 2.698, 2.761)  0.0000
H (-5.009, -2.209, -0.425)  0.0003
H (-2.547, -1.306, 6.694)  0.0000
H (-1.257, -2.522, 6.709)  0.0000
H (1.600, -0.071, 6.759)  0.0000
H (6.993, -1.355, -5.313)  0.0001
H (-0.625, 1.702, -6.321)  0.0001
H (-0.727, -0.831, -6.542)  0.0002
H (4.562, 1.009, -6.663)  0.0000
H (1.192, -1.786, 6.651)  0.0000
H (-2.964, -5.939, 0.081)  0.0000
H (4.698, 4.725, 4.861)  0.0000